# 1
C3H8N2 | ωB97M-V/def2-TZVPD

Geometry as ORCA input:
```
! RIJCOSX wB97M-V def2-TZVPD def2/J DEFGRID3
* xyz 0 1
H -1.051 -1.905 0.090
N -1.509 -1.074 0.129
C -0.617 -0.120 -0.111
C -1.045 1.399 -0.068
N 0.805 -0.604 -0.149
C 1.930 0.228 0.081
H -0.808 2.038 -0.913
H -2.113 1.028 0.342
H -0.635 1.912 0.846
H 1.045 -1.732 -0.421
H 2.252 0.844 -0.869
H 2.835 -0.246 0.469
H 1.795 0.770 1.177
*
```

Calculated values
molecular weight	72.11	g/mol
HOMO-LUMO gap	9.484	eV
SMILES	[H]/N=C(/C)NC
largest force on an atom	0.122	hartree/bohr
energy above the lowest of the compared OMol25 structures with the same formula, charge and spin	3.839	eV
HOMO energy	-8.58	eV

Taken from the Löwdin analysis, the atomic charges in e are: number 1, H, carries -0.03; number 2, N, carries 0.08; number 3, C, carries -0.39; number 4, C, carries -0.04; number 5, N, carries -0.13; number 6, C, carries -0.21; number 7, H, carries 0.06; number 8, H, carries 0.11; number 9, H, carries 0.07; number 10, H, carries 0.21; number 11, H, carries 0.10; number 12, H, carries 0.05; number 13, H, carries 0.13

# 2
C8H14N2O2S2 | ωB97M-V/def2-TZVPD

Geometry as ORCA input:
```
! RIJCOSX wB97M-V def2-TZVPD def2/J DEFGRID3
* xyz 0 1
C 1.703 -1.509 -0.227
C -0.009 0.402 -1.708
C -1.850 -2.154 -0.317
C -2.745 0.056 0.328
C 0.482 2.893 -2.444
C 2.334 1.340 2.366
C 1.907 -0.184 -0.120
C -2.210 -0.746 -0.803
N 1.460 -2.618 -0.323
N -1.011 -0.042 -1.333
O 0.498 1.840 0.451
O 0.196 -0.250 1.821
S 0.786 1.201 -2.916
S 1.056 0.696 1.167
H -1.830 -3.038 -0.950
H -0.822 -1.980 0.010
H -2.287 -2.433 0.599
H -2.000 0.029 1.126
H -3.729 -0.292 0.510
H -3.046 1.083 -0.100
H 1.094 3.445 -3.145
H 0.814 2.870 -1.474
H -0.573 3.092 -2.598
H 2.413 0.443 2.983
H 3.298 1.554 1.909
H 1.893 2.046 2.917
H 2.591 0.331 -0.667
H -2.798 -0.649 -1.729
*
```

Calculated values
molecular weight	234.35	g/mol
HOMO-LUMO gap	7.397	eV
largest force on an atom	0.093	hartree/bohr
energy above the lowest of the compared OMol25 structures with the same formula, charge and spin	6.112	eV
HOMO energy	-7.34	eV

Taken from the Löwdin analysis, the atomic charges in e are: number 1, C, carries -0.43; number 2, C, carries -0.45; number 3, C, carries -0.03; number 4, C, carries -0.06; number 5, C, carries -0.32; number 6, C, carries -0.10; number 7, C, carries -0.30; number 8, C, carries -0.36; number 9, N, carries 0.13; number 10, N, carries 0.17; number 11, O, carries -0.39; number 12, O, carries -0.33; number 13, S, carries 0.97; number 14, S, carries 0.63; number 15, H, carries 0.09; number 16, H, carries 0.04; number 17, H, carries 0.07; number 18, H, carries 0.07; number 19, H, carries 0.07; number 20, H, carries 0.12; number 21, H, carries 0.05; number 22, H, carries -0.02; number 23, H, carries 0.06; number 24, H, carries 0.06; number 25, H, carries 0.07; number 26, H, carries 0.00; number 27, H, carries 0.03; number 28, H, carries 0.15

# 3
C30H28CoN2Si | ωB97M-V/def2-TZVPD

Geometry as ORCA input:
```
! RIJCOSX wB97M-V def2-TZVPD def2/J DEFGRID3
* xyz 0 4
C 0.583 2.094 2.076
C 0.975 2.234 0.704
C -0.269 2.521 -0.007
H 1.995 2.250 0.325
C -1.346 2.575 0.947
C -0.772 2.454 2.216
H -1.274 2.686 3.148
H 1.289 1.926 2.877
H -0.286 2.970 -0.987
H -2.384 2.767 0.693
Co 0.264 0.522 0.018
C -1.954 -1.005 0.012
H -1.810 -0.732 1.056
H -2.014 -2.080 -0.165
H -2.688 -0.392 -0.482
Si 0.204 0.397 -2.150
C 1.391 -0.415 -3.278
C 2.400 0.503 -3.654
H 2.419 1.500 -3.177
C 3.296 0.156 -4.662
H 4.080 0.882 -4.909
C 3.179 -1.111 -5.267
H 3.922 -1.371 -6.037
C 2.169 -2.007 -4.886
H 2.124 -2.992 -5.368
C 1.265 -1.672 -3.875
H 0.478 -2.371 -3.592
C -1.075 1.157 -3.219
C -0.643 1.419 -4.530
H 0.387 1.180 -4.793
C -1.462 2.038 -5.460
H -1.066 2.221 -6.466
C -2.770 2.378 -5.093
H -3.413 2.876 -5.837
C -3.230 2.115 -3.779
H -4.275 2.364 -3.533
C -2.363 1.569 -2.818
H -2.685 1.543 -1.752
H 1.195 1.228 -1.345
H -0.977 -0.685 -0.307
C 1.136 -3.163 0.971
C 1.194 -1.766 0.865
N 0.582 -0.959 1.759
C 0.263 -1.487 2.997
C 0.329 -2.899 3.218
C 0.705 -3.728 2.148
C -0.034 -3.447 4.478
C -0.322 -2.681 5.567
C -0.331 -1.271 5.464
C -0.501 -0.414 6.586
C -0.371 0.950 6.431
C 0.080 1.421 5.191
N 0.260 0.613 4.171
C -0.017 -0.680 4.203
H 1.407 -3.752 0.106
H 1.711 -1.279 0.024
H 0.658 -4.811 2.254
H -0.079 -4.521 4.574
H -0.542 -3.103 6.545
H -0.728 -0.847 7.565
H -0.572 1.663 7.218
H 0.307 2.469 5.024
*
```

Calculated values
molecular weight	503.59	g/mol
HOMO-LUMO gap (alpha / beta)	5.458 / 6.589	eV
largest force on an atom	0.047	hartree/bohr
energy above the lowest of the compared OMol25 structures with the same formula, charge and spin	2.325	eV
<S²>	3.797
HOMO energy (alpha / beta)	-5.92 / -7.08	eV

Taken from the Löwdin analysis, the atomic charges in e are: number 1, C, carries -0.16; number 2, C, carries -0.26; number 3, C, carries -0.28; number 4, H, carries 0.10; number 5, C, carries -0.10; number 6, C, carries -0.15; number 7, H, carries 0.08; number 8, H, carries 0.08; number 9, H, carries 0.09; number 10, H, carries 0.09; number 11, Co, carries 0.24; number 12, C, carries -0.03; number 13, H, carries 0.03; number 14, H, carries 0.05; number 15, H, carries 0.03; number 16, Si, carries 0.71; number 17, C, carries -0.36; number 18, C, carries -0.14; number 19, H, carries 0.10; number 20, C, carries -0.09; number 21, H, carries 0.10; number 22, C, carries -0.09; number 23, H, carries 0.10; number 24, C, carries -0.09; number 25, H, carries 0.10; number 26, C, carries -0.10; number 27, H, carries 0.10; number 28, C, carries -0.29; number 29, C, carries -0.10; number 30, H, carries 0.09; number 31, C, carries -0.09; number 32, H, carries 0.11; number 33, C, carries -0.09; number 34, H, carries 0.10; number 35, C, carries -0.09; number 36, H, carries 0.10; number 37, C, carries -0.09; number 38, H, carries 0.10; number 39, H, carries 0.01; number 40, H, carries -0.11; number 41, C, carries -0.04; number 42, C, carries -0.12; number 43, N, carries 0.10; number 44, C, carries -0.08; number 45, C, carries -0.15; number 46, C, carries -0.01; number 47, C, carries -0.03; number 48, C, carries -0.03; number 49, C, carries -0.15; number 50, C, carries -0.01; number 51, C, carries -0.04; number 52, C, carries -0.12; number 53, N, carries 0.08; number 54, C, carries -0.13; number 55, H, carries 0.11; number 56, H, carries 0.11; number 57, H, carries 0.12; number 58, H, carries 0.11; number 59, H, carries 0.12; number 60, H, carries 0.12; number 61, H, carries 0.10; number 62, H, carries 0.12